A | Molecular formula: C3H11N
Method: DFT, ωB97M-V with the def2-TZVPD basis set

Summary:
Multiplicity: 1
SMILES: CCC.N
Orbital gap: 11.25 eV
HOMO level: -10.247 eV

Positions of all 15 atoms, in Å:
N  -1.5139  1.4541  -3.2670
H  -2.5262  1.3954  -3.3230
H  -1.2503  2.2323  -3.8600
H  -1.2975  1.7212  -2.3118
C  -0.2101  0.2353  1.7183
C  1.1413  -0.4255  1.4194
C  1.0125  -1.6102  0.4469
H  -0.6398  0.5558  0.7726
H  -0.0789  0.9691  2.5010
H  -0.9363  -0.4842  2.1084
H  1.6008  -0.7571  2.3491
H  1.7600  0.3326  0.9468
H  1.9736  -1.7597  -0.0446
H  0.6394  -2.5239  0.8958
H  0.3253  -1.3352  -0.3521

Here are the natural (NBO) charges for atoms 1 to 5, given in e: N -1.063; H 0.354; H 0.355; H 0.355; C -0.605

B | Molecular formula: C3H11N
Method: DFT, ωB97M-V with the def2-TZVPD basis set

Summary:
Multiplicity: 1
SMILES: CC.CN
Orbital gap: 10.27 eV
HOMO level: -9.308 eV

Positions of all 15 atoms, in Å:
C  1.6338  0.4862  -2.2863
C  1.5981  -1.0529  -2.3440
H  1.3289  0.7254  -1.2820
H  2.7684  0.8722  -2.2145
H  1.1176  1.0631  -3.1046
H  0.5703  -1.4620  -2.6883
H  1.6189  -1.5048  -1.2753
H  2.2585  -1.6755  -2.9429
C  -1.4655  0.3324  1.6468
N  -1.9071  0.2592  2.9952
H  -1.4585  1.3550  1.0428
H  -0.4225  0.0331  1.6419
H  -2.0012  -0.3217  1.0366
H  -1.5279  1.0782  3.4690
H  -1.5009  -0.5716  3.2512

Here are the natural (NBO) charges for atoms 1 to 5, given in e: C -0.622; C -0.626; H 0.213; H 0.199; H 0.218

C | Molecular formula: C3H11N
Method: DFT, ωB97M-V with the def2-TZVPD basis set

Summary:
Multiplicity: 1
SMILES: CCN.C
Orbital gap: 10.72 eV
HOMO level: -9.529 eV

Positions of all 15 atoms, in Å:
C  2.4778  -6.3509  1.5919
H  1.4042  -6.0358  1.6371
H  3.1565  -5.7150  2.3347
H  2.4269  -7.2952  1.9821
H  2.7756  -6.3492  0.4954
C  -1.1170  1.5239  -1.4612
C  -0.7028  2.1778  -0.1215
N  -1.0759  3.6102  -0.2876
H  -1.9774  2.1639  -1.8438
H  -1.3905  0.4188  -1.3436
H  -0.1677  1.5339  -2.0571
H  0.3378  2.1341  0.3322
H  -1.5312  1.6282  0.5156
H  -1.1971  4.1443  0.5616
H  -0.2535  3.9960  -0.6557

Here are the natural (NBO) charges for atoms 1 to 5, given in e: C -0.851; H 0.212; H 0.215; H 0.205; H 0.218

Energy relative to the most stable one, in hartree: A 0.0000; B 0.0560; C 0.0532

A | Molecular formula: C3H11N
Method: DFT, ωB97M-V with the def2-TZVPD basis set

Summary:
Multiplicity: 1
SMILES: CCN.C
Orbital gap: 10.13 eV
HOMO level: -9.081 eV

Positions of all 15 atoms, in Å:
C  -0.0965  0.5168  2.8408
H  -0.4220  -0.4895  2.5295
H  0.3297  0.4902  3.8543
H  0.7466  0.6183  2.1522
H  -0.9731  1.2236  2.4821
C  0.1292  -1.2467  -0.7054
C  -0.3640  -0.0653  -1.6542
N  0.7792  0.8475  -2.0143
H  1.2013  -1.1195  -0.3443
H  -0.3764  -2.0660  -1.1381
H  -0.4864  -1.3086  0.2519
H  -1.2430  0.4527  -1.1846
H  -0.8561  -0.5615  -2.5161
H  0.9966  1.6981  -1.5055
H  0.6350  1.0099  -3.0483

Here are the natural (NBO) charges for atoms 1 to 5, given in e: C -0.873; H 0.213; H 0.224; H 0.213; H 0.223

B | Molecular formula: C3H11N
Method: DFT, ωB97M-V with the def2-TZVPD basis set

Summary:
Multiplicity: 1
SMILES: CNC.C
Orbital gap: 9.77 eV
HOMO level: -8.664 eV

Positions of all 15 atoms, in Å:
C  -2.9679  -1.3913  1.0752
H  -3.4252  -2.3374  0.8066
H  -2.8973  -1.3934  2.1585
H  -3.4517  -0.5037  0.6874
H  -1.9585  -1.4476  0.6680
C  1.3445  -0.3955  0.3711
N  0.6631  0.7855  -0.1708
C  1.2669  1.2339  -1.4055
H  2.3552  -0.1685  0.7031
H  0.7875  -0.6590  1.2758
H  1.2010  -1.2022  -0.3403
H  0.5407  1.5053  0.5133
H  2.3596  1.3349  -1.3436
H  0.8610  2.1883  -1.7501
H  1.0034  0.5529  -2.2132

Here are the natural (NBO) charges for atoms 1 to 5, given in e: C -0.852; H 0.211; H 0.209; H 0.216; H 0.214

Energy relative to the most stable one, in hartree: A 0.0364; B 0.0000

A | Molecular formula: C3H4N2S
Method: DFT, ωB97M-V with the def2-TZVPD basis set

Summary:
Multiplicity: 1
SMILES: C=C=N.N=C=S
Orbital gap: 9.15 eV
HOMO level: -8.452 eV

Positions of all 10 atoms, in Å:
C  -0.2745  -0.2984  -0.9067
C  -0.3207  1.0340  2.0207
C  1.0039  -0.3890  -1.1858
N  -1.4215  -0.4441  -0.6103
N  0.7684  0.5638  1.8575
S  -1.7221  1.7738  1.9019
H  1.4238  -0.5796  -2.1912
H  1.6508  -0.4764  -0.4253
H  -2.1213  0.2266  -0.1198
H  1.4735  -0.0989  2.0837

Here are the natural (NBO) charges for atoms 1 to 5, given in e: C 0.460; C 0.271; C -0.702; N -0.658; N -0.653

B | Molecular formula: C3H4N2S
Method: DFT, ωB97M-V with the def2-TZVPD basis set

Summary:
Multiplicity: 1
SMILES: Sc1cn[nH]c1
Orbital gap: 10.21 eV
HOMO level: -9.327 eV

Positions of all 10 atoms, in Å:
C  0.3978  0.2140  0.4292
C  0.4307  -1.1783  0.1743
C  -0.3617  0.7663  -0.5564
H  0.4374  1.3969  2.4545
H  0.9046  -1.9707  0.7257
H  -1.6310  -0.3593  -1.8565
H  -0.5288  1.7883  -0.7357
N  -0.2708  -1.4691  -0.9359
N  -0.8032  -0.2854  -1.3031
S  1.4250  1.0973  1.6038

Here are the natural (NBO) charges for atoms 1 to 5, given in e: C -0.291; C -0.058; C -0.054; H 0.127; H 0.219

Energy relative to the most stable one, in hartree: A 0.0589; B 0.0000

A | Molecular formula: C3H4N2S
Method: DFT, ωB97M-V with the def2-TZVPD basis set

Summary:
Multiplicity: 1
SMILES: Sc1cn[nH]c1
Orbital gap: 9.22 eV
HOMO level: -8.420 eV

Positions of all 10 atoms, in Å:
C  0.0849  0.5591  0.3425
C  0.8245  -0.4885  0.9084
C  -0.4643  0.0010  -0.7803
H  -0.8179  2.8265  0.1061
H  1.3044  -0.5070  1.9048
H  -0.6013  -2.0262  -1.2703
H  -1.0295  0.3650  -1.6202
N  0.6685  -1.6329  0.2876
N  -0.0909  -1.3060  -0.7693
S  0.1215  2.2090  0.8906

Here are the natural (NBO) charges for atoms 1 to 5, given in e: C -0.308; C -0.062; C -0.071; H 0.138; H 0.215

B | Molecular formula: C3H4N2S
Method: DFT, ωB97M-V with the def2-TZVPD basis set

Summary:
Multiplicity: 1
SMILES: Nc1c(N)c1=S
Orbital gap: 8.28 eV
HOMO level: -7.775 eV

Positions of all 10 atoms, in Å:
C  0.0490  0.7913  0.1391
C  -0.1804  -0.5476  0.1010
C  -1.4952  -0.1224  0.0717
N  0.9982  1.7307  0.1284
N  0.3923  -1.8459  0.1591
S  -3.0679  0.2232  -0.0116
H  1.9997  1.8214  0.2593
H  0.5240  2.5669  -0.1636
H  1.0787  -2.0772  -0.5052
H  -0.2985  -2.5403  -0.1781

Here are the natural (NBO) charges for atoms 1 to 5, given in e: C 0.195; C -0.056; C -0.042; N -0.790; N -0.819

Energy relative to the most stable one, in hartree: A 0.0000; B 0.0974